1.
The following is a quantum chemistry calculation of a cluster of 2 separate species, CH7OP3 in total in a non-equilibrium geometry, from the Open Molecules 2025 dataset.

```
12
Properties=species:S:1:pos:R:3:forces:R:3
H -1.155817 -2.473723 -0.129423 0.1 -0.2 0.1
P -1.010316 0.087630 0.338528 0.7 0.1 -0.7
O -1.622143 -0.010022 1.672504 -0.4 -0.1 1.3
H 2.316152 0.062387 1.595329 -0.1 0.2 0.3
H 2.656398 0.256864 -0.213173 0.0 0.2 -0.2
P -1.601531 2.019302 -0.544180 -0.6 -0.1 -0.1
H -0.550248 2.035078 -1.453146 0.4 0.1 -0.4
H -0.881981 2.708646 0.434928 0.2 0.2 0.3
H 2.180099 -1.386932 0.465240 -0.1 -0.4 0.0
C 2.291739 -0.333069 0.602356 -0.3 0.1 -0.1
H -0.796767 -1.439710 -1.854387 0.3 0.0 -0.3
P -1.825582 -1.526446 -0.914573 -0.4 0.1 -0.1
```
Forces are in eV/Å.

For the LUMO energy (alpha / beta), the calculation gives -1.38 / -0.15 eV. As for the largest force on an atom: 1.40 eV/A. As for the energy relative to the best compared isomer or geometry (same formula, charge and spin): 172.1 kJ/mol. The HOMO energy (alpha / beta) comes out at -9.03 / -7.92 eV. As for the total energy: -1141.47024 Ha. Its gap between HOMO and LUMO (alpha / beta) is 7.650 / 7.771 eV. The spin multiplicity is 1.

Mulliken population analysis, charges in e, atoms 1 to 5: atom 1 (H): 0.086, atom 2 (P): 0.439, atom 3 (O): -0.532, atom 4 (H): 0.344, atom 5 (H): 0.322

2.
The following is a quantum chemistry calculation of a structure of composition CH7OS2 in a non-equilibrium geometry, from the Open Molecules 2025 dataset.

```
11
Properties=species:S:1:pos:R:3:forces:R:3
S -0.129789 -1.435997 0.168552 -0.1 -0.3 0.6
C -1.252839 -2.334486 -0.879696 0.9 2.0 -1.6
H 0.475525 0.123524 -0.286611 0.0 -1.2 -1.0
O 1.704128 2.492315 2.502533 1.0 -1.2 -1.0
H 1.203170 2.684578 1.705119 -0.3 0.6 0.7
H 1.372278 2.889987 3.291902 -0.8 0.7 0.3
H -2.119783 -1.702149 -1.066901 -0.5 -0.7 0.6
H -1.381729 -3.357156 -0.514219 -0.1 0.1 0.3
H 0.334772 1.638873 -2.202621 -0.1 -1.5 0.1
S 0.520450 1.376539 -0.873931 0.1 2.2 0.8
H -0.726183 -2.376030 -1.844125 -0.1 -0.6 0.1
```
Forces are in eV/Å.

The total charge is +1. For the LUMO energy, the calculation gives -9.58 eV. As for the largest force on an atom: 2.74 eV/A. As for the energy relative to the best compared isomer or geometry (same formula, charge and spin): 467.6 kJ/mol. The HOMO energy comes out at -14.40 eV. As for the total energy: -913.44349 Ha. Its gap between HOMO and LUMO is 4.818 eV. The spin multiplicity is 1.

Mulliken population analysis, charges in e, atoms 1 to 5: atom 1 (S): 0.252, atom 2 (C): -0.718, atom 3 (H): 0.138, atom 4 (O): -0.613, atom 5 (H): 0.287

3.
The following is a quantum chemistry calculation of a cluster of 2 separate species, CH8BIN3O5P in total in a non-equilibrium geometry, from the Open Molecules 2025 dataset.

```
20
Properties=species:S:1:pos:R:3:forces:R:3
N 1.397111 -0.092593 1.101596 1.2 -0.9 -2.0
P 2.915014 -0.077724 0.225878 0.5 0.9 0.4
O -3.375553 1.404478 0.307765 1.4 0.2 0.7
N 0.688491 1.862774 -0.057656 0.5 0.9 0.0
C 0.468057 0.831471 0.724151 -0.9 -0.3 1.0
H 3.031612 -0.446804 -1.920252 0.0 0.1 -0.2
B -1.603995 -1.038462 0.028986 -1.5 -0.3 -0.2
I 3.881960 -2.202190 0.956959 -0.4 0.0 -0.1
H -2.955311 0.877627 -0.364772 -0.5 0.1 -0.6
H 1.568839 2.087443 -0.483518 0.2 -0.1 0.2
O 2.317425 -0.274436 -1.294565 -0.1 -0.6 0.3
O -1.256121 -0.580447 1.294922 0.8 -0.2 0.4
O -1.574048 -0.212519 -1.067691 1.4 0.0 0.0
H 1.022460 -1.038090 1.042769 -0.5 0.1 0.8
H -1.448496 1.350375 0.800169 -1.8 0.0 0.3
H -1.355988 -2.858121 -0.567974 -0.3 -0.4 -0.3
H -0.045492 2.541178 -0.191880 -0.3 -0.1 -0.1
O -1.999301 -2.351234 -0.069138 0.6 0.0 0.6
H -0.926484 -0.499525 -1.716881 -0.3 -0.1 -0.5
N -0.750180 0.716799 1.251130 -0.2 0.5 -0.7
```
Forces are in eV/Å.

For the LUMO energy, the calculation gives -1.19 eV. As for the largest force on an atom: 2.50 eV/A. The HOMO energy comes out at -6.27 eV. As for the total energy: -1247.28691 Ha. Its gap between HOMO and LUMO is 5.085 eV. The spin multiplicity is 1.

Mulliken population analysis, charges in e, atoms 1 to 5: atom 1 (N): -0.262, atom 2 (P): 0.045, atom 3 (O): -1.067, atom 4 (N): -0.311, atom 5 (C): 0.610

4.
The following is a quantum chemistry calculation of a structure of composition CH8F3Na3O7S in a non-equilibrium geometry, from the Open Molecules 2025 dataset.

```
23
Properties=species:S:1:pos:R:3:forces:R:3
S 0.337966 0.694852 1.043580 -0.7 3.7 1.1
O -5.731821 2.481994 -2.227684 0.0 -0.4 0.2
O -6.332369 -1.180745 2.193142 0.2 -0.2 -0.4
C 0.614987 -0.916699 1.875647 -1.0 0.8 -1.0
H -7.246275 -1.025697 1.954489 -0.3 0.0 0.0
O 5.931366 -4.790296 -0.171261 -0.1 -0.2 0.1
H -4.817119 2.731553 -2.359091 0.2 0.2 0.0
O 1.506015 0.966395 0.204581 -0.3 -0.6 0.4
F 1.723355 -0.853899 2.605180 -0.7 -0.5 0.3
H 6.638696 -4.237333 0.160644 0.2 0.1 0.1
H 5.516636 -4.264653 -0.855308 -0.1 0.1 -0.2
O 0.221844 1.607093 2.220840 0.5 -1.1 -1.3
Na 1.188865 6.608512 3.222294 -0.2 -0.2 0.3
H 5.001282 0.200030 -2.875632 0.1 0.1 0.2
F 0.741446 -1.826775 0.930653 0.6 -1.1 -0.6
Na 4.013882 5.380616 -2.026200 0.1 -0.2 -0.2
O 4.793721 -0.608786 -3.343585 0.2 0.0 -0.2
O -0.920625 0.649656 0.299889 0.5 -1.0 0.1
Na -4.320243 -1.775282 -1.705369 0.1 0.1 0.3
H -6.081144 -0.406430 2.696696 0.1 0.2 0.2
H 3.841334 -0.683258 -3.283350 -0.3 -0.1 0.0
H -6.115523 2.506302 -3.104270 -0.2 0.1 -0.2
F -0.506276 -1.257150 2.544115 1.0 0.2 0.7
```
Forces are in eV/Å.

The total charge is +2. For the LUMO energy, the calculation gives -7.64 eV. As for the largest force on an atom: 3.89 eV/A. The HOMO energy comes out at -12.12 eV. As for the total energy: -1753.72777 Ha. Its gap between HOMO and LUMO is 4.474 eV. The spin multiplicity is 1.

Mulliken population analysis, charges in e, atoms 1 to 5: atom 1 (S): 1.105, atom 2 (O): -0.651, atom 3 (O): -0.651, atom 4 (C): 0.608, atom 5 (H): 0.328

5.
The following is a quantum chemistry calculation of a cluster of 2 separate species, CH8N in total in a non-equilibrium geometry, from the Open Molecules 2025 dataset.

```
10
Properties=species:S:1:pos:R:3:forces:R:3
H -1.284106 0.588815 -1.009612 -0.1 -0.3 0.0
H 0.597697 1.354669 1.488781 0.5 -0.9 -0.3
C 0.819051 0.277415 1.269504 0.2 0.5 0.1
H -0.015870 -0.422509 -0.624268 -0.4 0.0 -0.4
H -1.458504 -1.080637 -1.232266 -0.4 -0.2 0.4
H 1.495932 -0.148816 2.046053 -0.8 0.3 -0.5
N -0.825220 -0.290966 -1.271032 0.3 0.3 0.4
H 1.372168 0.177595 0.298908 -0.4 0.2 0.7
H -0.165994 -0.231500 1.266009 0.7 -0.1 0.2
H -0.535158 -0.224069 -2.232073 0.5 0.2 -0.6
```
Forces are in eV/Å.

The total charge is +1. For the LUMO energy, the calculation gives -4.31 eV. As for the largest force on an atom: 1.08 eV/A. As for the energy relative to the best compared isomer or geometry (same formula, charge and spin): 11.3 kJ/mol. The HOMO energy comes out at -17.76 eV. As for the total energy: -97.37649 Ha. Its gap between HOMO and LUMO is 13.451 eV. The spin multiplicity is 1.

Mulliken population analysis, charges in e, atoms 1 to 5: atom 1 (H): 0.416, atom 2 (H): 0.289, atom 3 (C): -0.955, atom 4 (H): 0.238, atom 5 (H): 0.386

6.
The following is a quantum chemistry calculation of a cluster of 2 separate species, CH8N2O in total in a non-equilibrium geometry, from the Open Molecules 2025 dataset.

```
12
Properties=species:S:1:pos:R:3:forces:R:3
H -0.656839 -1.310400 -1.581253 -0.4 -0.2 -1.8
H -0.617098 0.931408 -1.943621 0.4 0.4 1.8
H 1.618546 0.750218 -1.840826 1.1 -0.7 -1.7
H -0.076177 -1.281436 -0.177489 2.6 -3.0 4.8
H -0.548540 1.227957 -0.030418 0.1 -0.5 -1.3
H 1.779410 0.593205 -0.217851 -0.8 1.5 -1.8
H -1.142539 -0.205345 2.320211 0.1 0.2 -1.9
H -0.204695 -1.205912 3.126622 1.8 -1.4 -0.8
O -0.897251 -0.602460 3.121667 -1.9 1.1 2.7
C -0.125213 0.696395 -0.935585 -0.7 -0.4 -0.7
N 1.290214 1.151514 -1.014984 -0.6 -1.5 3.3
N -0.419817 -0.745143 -0.826468 -1.7 4.3 -2.6
```
Forces are in eV/Å.

For the LUMO energy, the calculation gives 0.78 eV. As for the largest force on an atom: 6.20 eV/A. As for the energy relative to the best compared isomer or geometry (same formula, charge and spin): 116.0 kJ/mol. The HOMO energy comes out at -9.25 eV. As for the total energy: -227.59685 Ha. Its gap between HOMO and LUMO is 10.032 eV. The spin multiplicity is 1.

Mulliken population analysis, charges in e, atoms 1 to 5: atom 1 (H): 0.158, atom 2 (H): 0.291, atom 3 (H): 0.260, atom 4 (H): 0.110, atom 5 (H): 0.225

7.
The following is a quantum chemistry calculation of a cluster of 3 separate species, CH8N2O2 in total in a non-equilibrium geometry, from the Open Molecules 2025 dataset.

```
13
Properties=species:S:1:pos:R:3:forces:R:3
C 0.909429 0.571128 -0.737810 3.5 -0.2 0.1
N 2.100928 0.992744 -0.360277 -1.0 -1.0 -0.2
H -1.898801 -2.362036 -0.531767 -1.8 -1.7 -0.7
H -0.993498 -0.480139 2.339486 -0.3 0.0 1.7
H 0.702519 -0.393743 -1.250130 -0.1 0.7 0.5
O -0.700066 -0.457044 1.455280 0.2 -0.2 -0.8
N -0.088397 1.411992 -0.454092 -0.3 1.4 0.0
H 2.915964 0.361190 -0.446641 -1.2 0.1 -0.4
H 0.260381 2.339439 -0.191594 -0.5 -0.6 -0.1
O -1.193186 -1.793581 -0.734891 1.0 1.0 1.7
H -1.089297 -1.536201 0.233529 0.8 0.5 -1.5
H -1.038972 1.293919 -0.726879 -0.2 -0.2 -0.2
H 0.112996 0.052331 1.405786 0.1 0.1 0.1
```
Forces are in eV/Å.

For the LUMO energy, the calculation gives 0.62 eV. As for the largest force on an atom: 3.53 eV/A. As for the energy relative to the best compared isomer or geometry (same formula, charge and spin): 81.3 kJ/mol. The HOMO energy comes out at -8.90 eV. As for the total energy: -302.86636 Ha. Its gap between HOMO and LUMO is 9.515 eV. The spin multiplicity is 1.

Mulliken population analysis, charges in e, atoms 1 to 5: atom 1 (C): 0.045, atom 2 (N): -0.715, atom 3 (H): 0.308, atom 4 (H): 0.277, atom 5 (H): 0.365

8.
The following is a quantum chemistry calculation of a cluster of 2 separate species, CH8N3 in total in a non-equilibrium geometry, from the Open Molecules 2025 dataset.

```
12
Properties=species:S:1:pos:R:3:forces:R:3
H 0.766053 -0.001720 -0.070762 -0.7 0.8 0.7
H -2.012533 0.071830 0.323963 -0.6 -0.3 0.5
C -0.896618 -0.954708 -0.967092 -1.8 0.0 -0.3
H -2.787422 -1.301061 -0.526495 -0.4 0.3 0.4
H 1.300430 2.079942 1.031404 -0.2 -0.2 -0.1
H 0.878522 -0.593928 -1.632574 0.1 -0.1 -0.2
N 1.558606 1.124079 1.294552 0.4 0.8 0.0
N -1.988077 -0.768263 -0.231905 1.9 0.2 -0.5
H -1.099558 -1.622475 -1.799038 0.6 -0.1 -0.1
H 1.466888 1.151581 2.309223 -0.2 -0.4 0.0
N 0.241959 -0.339444 -0.894140 0.9 -0.8 -0.4
H 2.571751 1.154168 1.162863 -0.1 -0.3 -0.1
```
Forces are in eV/Å.

The total charge is +1. For the LUMO energy, the calculation gives -3.67 eV. As for the largest force on an atom: 1.97 eV/A. As for the energy relative to the best compared isomer or geometry (same formula, charge and spin): 45.6 kJ/mol. The HOMO energy comes out at -15.26 eV. As for the total energy: -206.94231 Ha. Its gap between HOMO and LUMO is 11.590 eV. The spin multiplicity is 1.

Mulliken population analysis, charges in e, atoms 1 to 5: atom 1 (H): 0.358, atom 2 (H): 0.255, atom 3 (C): 0.205, atom 4 (H): 0.269, atom 5 (H): 0.276

9.
The following is a quantum chemistry calculation of a cluster of 2 separate species, CH8N3O in total in a non-equilibrium geometry, from the Open Molecules 2025 dataset.

```
13
Properties=species:S:1:pos:R:3:forces:R:3
N -0.116287 0.365852 -0.167962 0.0 -0.3 0.4
H -0.883793 0.581779 0.452416 0.0 0.3 -0.1
C 0.224391 -0.913049 -0.280613 0.9 0.3 1.4
O -0.824257 2.864664 0.820507 0.1 0.1 -0.2
H -1.374046 3.184570 0.095516 -0.1 0.0 0.1
H 0.608601 1.072788 -0.148272 -0.2 0.0 -0.3
N 1.469209 -1.232259 -0.637016 -0.5 -0.4 -0.4
H -0.570029 -2.811472 -0.144600 0.7 0.1 0.2
H -1.586145 -1.600074 0.209232 0.1 0.2 0.2
H -0.356840 3.654128 1.118540 -0.1 -0.1 0.1
H 2.234690 -0.640557 -0.365289 0.1 0.1 -0.3
N -0.604688 -1.856156 0.197687 -1.4 -0.3 -1.2
H 1.651714 -2.192817 -0.872558 0.4 0.0 0.2
```
Forces are in eV/Å.

The total charge is +1. For the LUMO energy, the calculation gives -3.33 eV. As for the largest force on an atom: 1.81 eV/A. As for the energy relative to the best compared isomer or geometry (same formula, charge and spin): 61.3 kJ/mol. The HOMO energy comes out at -15.51 eV. As for the total energy: -282.20578 Ha. Its gap between HOMO and LUMO is 12.181 eV. The spin multiplicity is 1.

Mulliken population analysis, charges in e, atoms 1 to 5: atom 1 (N): -0.367, atom 2 (H): 0.257, atom 3 (C): 0.631, atom 4 (O): -0.661, atom 5 (H): 0.339